one:
Molecular formula: C4H6N2O2
Method: DFT, ωB97M-V/def2-TZVPD

```
14
Properties=species:S:1:pos:R:3
C -0.15 0.90 0.01
C -0.76 -1.49 0.05
C 0.57 -0.33 -0.04
C 1.96 -0.45 -0.65
H -0.20 2.90 -0.10
H -2.38 1.14 -0.03
H -0.66 -2.12 0.97
H -0.96 -2.32 -0.82
H 2.77 0.27 -0.82
H 2.35 -1.52 -0.93
N 0.35 2.09 0.19
N -1.51 0.55 -0.40
O -1.96 -0.61 0.14
O 1.65 -0.46 0.74
```

Values from the calculation:
SMILES = [H]/N=C1\NOC[C@@]12CO2
net charge = 0
HOMO-LUMO gap = 9.474 eV


two:
Molecular formula: C4H6N2O2
Method: DFT, ωB97M-V/def2-TZVPD

```
14
Properties=species:S:1:pos:R:3
C 1.04 -0.63 0.61
C -0.98 0.78 0.73
C -1.69 -0.14 -0.24
C -2.30 -1.08 -0.78
H 2.46 0.67 -0.82
H 0.32 -1.17 1.39
H 0.30 0.54 -1.45
H -1.25 0.52 1.77
H -1.26 1.77 0.65
H -2.86 -1.94 -1.14
N 2.16 -1.07 0.25
N 0.50 0.66 0.43
O 2.92 -0.20 -0.57
O 0.65 1.28 -0.85
```

Values from the calculation:
SMILES = C#CCN(O)/C=N\O
net charge = 0
HOMO-LUMO gap = 9.863 eV


three:
Molecular formula: C4H6N2O2
Method: DFT, ωB97M-V/def2-TZVPD

```
14
Properties=species:S:1:pos:R:3
C -0.19 -1.73 0.05
N -0.27 -0.30 -0.17
N -1.44 0.53 0.20
C 0.44 0.70 0.58
C -0.07 0.94 -1.43
C 0.81 1.54 -0.46
O 0.93 0.44 1.81
O -0.33 0.72 -2.56
H 1.68 1.01 1.99
H -2.21 -0.15 0.16
H 1.19 2.54 -0.44
H -0.89 -2.21 -0.64
H 0.83 -2.06 -0.15
H -0.48 -1.98 1.07
```

Values from the calculation:
net charge = 0
HOMO-LUMO gap = 8.172 eV


Least stable of them? two.


one:
Molecular formula: C4H6N2O2
Method: DFT, ωB97M-V/def2-TZVPD

```
14
Properties=species:S:1:pos:R:3
C 2.10 -0.70 -0.64
N 0.87 0.03 -0.48
C -0.05 -0.44 0.27
C -1.28 0.33 0.42
C -0.76 2.38 -0.69
O 0.02 -1.61 0.95
O -2.22 -0.17 1.29
N -1.40 1.43 -0.21
H -0.76 -1.70 1.51
H -2.91 0.49 1.44
H -0.91 2.62 -1.74
H 2.01 -1.41 -1.47
H 2.89 0.02 -0.90
H 2.40 -1.25 0.25
```

Values from the calculation:
net charge = 0
HOMO-LUMO gap = 8.099 eV


two:
Molecular formula: C4H6N2O2
Method: DFT, ωB97M-V/def2-TZVPD

```
14
Properties=species:S:1:pos:R:3
C -0.64 0.69 0.48
C 0.79 0.28 0.18
C 0.98 -1.19 0.23
C 0.88 -1.09 -1.31
H -2.47 1.32 -0.39
H -0.45 2.04 -0.79
H -2.07 0.27 2.01
H 1.61 0.65 0.70
H 0.16 -1.65 0.63
H 1.89 -1.63 0.63
N -1.30 1.82 -0.05
N -1.24 -0.10 1.32
O 0.65 -1.74 -2.31
O 1.21 0.33 -1.34
```

Values from the calculation:
net charge = 0
HOMO-LUMO gap = 9.714 eV


three:
Molecular formula: C4H6N2O2
Method: DFT, ωB97M-V/def2-TZVPD

```
14
Properties=species:S:1:pos:R:3
C 3.49 -0.02 0.01
C 0.05 0.54 -0.12
C -2.07 -0.76 0.67
C -2.39 0.05 -0.71
H 4.26 0.70 0.83
H 0.49 1.84 -0.33
H -2.20 -0.22 1.61
H -2.23 -1.89 0.57
H -2.83 -0.48 -1.57
H -2.60 1.23 -0.39
N 1.17 -0.30 0.15
N -1.00 -0.31 -0.35
O 3.69 -1.05 -0.50
O 2.17 0.67 0.13
```

Values from the calculation:
net charge = 0
HOMO-LUMO gap = 8.918 eV


four:
Molecular formula: C4H6N2O2
Method: DFT, ωB97M-V/def2-TZVPD

```
14
Properties=species:S:1:pos:R:3
C -0.83 -0.50 -1.05
C -0.57 -1.17 0.13
C 0.37 -0.29 0.92
C 0.77 0.78 0.16
H -2.92 -1.21 -1.05
H -1.30 -1.71 -2.17
H -0.87 -2.38 0.24
H 1.41 -0.25 2.29
H 1.09 2.76 0.47
H -0.33 1.60 -1.63
N -1.94 -0.84 -1.99
N 0.01 0.61 -0.95
O 0.63 -0.62 2.38
O 1.61 1.85 0.31
```

Values from the calculation:
net charge = 0
HOMO-LUMO gap = 8.379 eV


Least stable of them? three.


one:
Molecular formula: C4H6N2O2
Method: DFT, ωB97M-V/def2-TZVPD

```
14
Properties=species:S:1:pos:R:3
C -0.38 -0.73 1.03
C 0.65 0.75 -0.09
C -0.15 -0.34 -0.61
N 1.98 0.56 0.28
C -0.96 -0.60 -1.62
O -1.66 -0.47 1.37
N 0.25 1.98 -0.35
O 0.34 -1.45 1.68
H -1.85 -1.06 2.12
H 2.26 -0.39 0.49
H 2.61 1.02 -0.36
H -0.60 2.20 0.17
H -0.96 0.06 -2.49
H -1.54 -1.51 -1.63
```

Values from the calculation:
SMILES = [H]/N=C(/N)C(=C)C(=O)O
net charge = 0
HOMO-LUMO gap (spin up / spin down) = 7.667 / 7.665 eV


two:
Molecular formula: C4H6N2O2
Method: DFT, ωB97M-V/def2-TZVPD

```
14
Properties=species:S:1:pos:R:3
C -0.68 0.86 1.64
C -0.08 -0.34 1.07
C 0.47 -0.38 -1.36
C 0.58 -1.80 -0.86
H -1.05 2.92 -0.57
H -0.56 0.97 2.72
H -0.09 -0.25 -2.27
H 1.31 0.36 -1.21
H 0.07 -2.61 -1.45
H 1.46 -1.99 -0.26
N -1.01 2.00 1.18
N -0.27 -0.87 -0.20
O -0.85 2.04 -0.28
O 0.70 -0.91 1.84
```

Values from the calculation:
SMILES = O=C(/C=N\O)N1CC1
net charge = 0
HOMO-LUMO gap = 9.922 eV


three:
Molecular formula: C4H6N2O2
Method: DFT, ωB97M-V/def2-TZVPD

```
14
Properties=species:S:1:pos:R:3
C -1.65 -0.63 -0.61
N 1.87 0.25 0.73
N 0.59 -0.28 -1.63
C 1.20 1.40 0.65
C 0.39 0.14 0.65
C -0.20 -0.28 -0.64
O -0.24 -0.36 1.78
O 1.25 2.58 0.65
H 0.14 0.04 2.57
H 2.55 -0.17 0.12
H 0.16 -0.55 -2.51
H -1.82 -1.42 0.12
H -1.99 -0.95 -1.59
H -2.23 0.24 -0.29
```

Values from the calculation:
SMILES = [H]/N=C(\C)[C@@]1(O)NC1=O
net charge = 0
HOMO-LUMO gap = 10.110 eV


Least stable of them? one.


one:
Molecular formula: C4H6N2O2
Method: DFT, ωB97M-V/def2-TZVPD

```
14
Properties=species:S:1:pos:R:3
C 1.16 0.79 -1.71
C 0.39 0.01 -0.71
C -0.67 -0.48 1.43
C -1.49 0.41 0.37
H 2.12 0.26 -2.05
H 1.65 1.82 -1.49
H 0.45 1.04 -2.65
H 0.73 -1.90 1.85
H -1.48 -0.62 2.26
H -0.19 0.14 2.06
N 0.83 -1.07 -0.01
N 0.06 -1.65 1.08
O -2.64 0.89 0.40
O -0.91 0.37 -0.83
```

Values from the calculation:
SMILES = CC1=NNCC(=O)O1
net charge = 0
HOMO-LUMO gap = 10.017 eV


two:
Molecular formula: C4H6N2O2
Method: DFT, ωB97M-V/def2-TZVPD

```
14
Properties=species:S:1:pos:R:3
C -1.29 1.44 0.75
C -0.90 0.65 -0.59
C 1.38 -0.09 0.00
C -0.77 -0.81 -0.23
H -0.15 1.35 1.45
H -1.51 2.45 0.59
H -2.22 0.88 1.50
H -1.62 0.83 -1.42
H 0.79 1.82 -1.24
H 3.04 0.63 0.47
N 0.60 0.87 -0.84
N 2.50 -0.14 0.59
O 0.48 -1.22 -0.12
O -1.79 -1.31 0.22
```

Values from the calculation:
net charge = 0
HOMO-LUMO gap = 10.539 eV


Least stable of them? one.